Record 1
19
Properties=species:S:1:pos:R:3:forces:R:3 method="wB97M-V/def2-TZVPD" relative_energy_kj_mol=38.6 e_lumo_ev=0.938 spin_multiplicity=1 smiles=CC1(Cl)[C@@H](N)C[C@@H]1N
C 1.338 -0.847 1.005 0.383 0.889 0.101
C 0.119 -0.256 0.325 0.502 0.985 -1.036
C -0.228 -0.920 -1.045 0.374 0.523 -0.247
C 0.615 0.214 -1.765 -0.293 -0.660 0.708
C 0.435 1.052 -0.492 0.203 -0.688 0.679
H 2.231 -0.927 0.384 -0.277 0.014 -0.315
H 1.031 -1.805 1.329 -0.015 -1.175 0.541
H 1.648 -0.246 1.878 -0.315 -0.257 -0.343
H 0.240 -1.880 -1.183 -0.169 -0.647 0.115
H -2.066 -0.064 -1.282 -0.017 0.103 0.562
H -1.681 -1.075 -2.394 -0.068 -0.517 -0.041
H 1.661 -0.039 -1.848 0.338 -0.332 -0.033
H 0.276 0.525 -2.757 -0.252 0.301 0.363
H -0.454 1.640 -0.576 -0.782 0.564 0.101
H 1.711 2.619 -0.498 0.132 0.001 0.003
H 1.409 2.034 0.985 0.043 -0.082 -0.251
N -1.643 -0.982 -1.382 0.219 0.283 -0.509
N 1.584 1.754 0.018 0.119 0.673 0.098
Cl -1.133 -0.097 1.608 -0.126 0.023 -0.497

Record 2
19
Properties=species:S:1:pos:R:3:forces:R:3 method="wB97M-V/def2-TZVPD" relative_energy_kj_mol=172.3 e_lumo_ev=0.506 spin_multiplicity=1 smiles=NCNCCS.O
C -0.426 -0.606 0.762 -0.577 0.641 1.280
C -0.046 -2.082 0.648 1.677 -1.604 -0.163
S 1.524 -2.217 -0.375 -0.664 -0.106 0.403
N -0.384 0.297 -0.378 -1.338 0.029 -1.023
C -1.524 1.046 -1.145 3.994 -0.758 -0.263
N -2.199 2.066 -0.370 2.056 1.077 -0.448
H -1.428 -0.626 1.216 -0.043 0.391 -0.226
H 0.224 -0.209 1.559 -0.124 0.062 -0.206
H -0.725 -2.723 0.102 -0.550 0.205 -0.180
H 0.151 -2.706 1.620 -0.307 1.843 -1.441
H 0.845 -1.864 -1.478 0.311 0.005 -0.047
H 0.515 0.604 -0.672 0.480 -0.044 0.200
H -0.921 1.464 -2.048 -1.116 -0.199 1.654
H -2.064 0.238 -1.624 -1.250 0.360 0.457
H -1.448 2.698 0.102 -1.589 -1.487 -1.252
H -2.595 1.571 0.383 -0.929 -0.418 1.248
H 2.054 3.364 1.483 -1.686 -0.519 -0.215
H 1.524 2.854 0.169 -0.981 0.106 1.489
O 1.192 3.015 1.104 2.636 0.418 -1.268

Record 3
74
Properties=species:S:1:pos:R:3:forces:R:3 method="wB97M-V/def2-TZVPD" e_lumo_ev=2.280 total_charge=-1 spin_multiplicity=1
C 2.809 0.076 -1.742 0.505 -0.374 -0.008
C 2.397 -1.323 -2.162 -0.297 0.628 -0.117
O 1.045 -1.538 -1.855 0.252 -0.093 0.194
C 0.706 -2.825 -1.357 -0.605 -0.132 -0.090
C -0.404 -3.450 -2.179 0.139 0.821 -0.277
O -1.548 -2.662 -2.090 -0.064 -0.398 0.342
C -2.823 -3.430 -1.984 -0.014 -0.053 -0.245
C -3.668 -2.889 -3.126 -0.178 0.148 0.528
C -4.008 -1.380 -3.118 -0.081 -0.091 -0.741
C -2.928 -0.504 -3.752 -0.145 0.366 0.309
C -2.918 0.939 -3.243 0.517 -0.440 -0.060
N -2.269 1.114 -1.955 0.235 0.146 0.498
C -0.985 1.555 -1.767 0.349 0.121 0.640
C -0.709 1.588 -0.416 -0.572 -0.161 -0.094
C -1.879 1.147 0.260 0.018 0.040 -1.123
C -2.806 0.864 -0.728 0.099 0.060 0.936
C -3.380 -3.008 -0.619 0.253 -0.231 -0.223
C -4.871 -3.197 -0.431 -0.016 0.142 0.695
O -5.338 -2.380 0.677 0.194 -0.041 -0.258
C -6.422 -1.547 0.365 0.014 0.117 0.690
C -6.466 -0.405 1.374 0.211 -0.003 -0.408
H 2.938 0.135 -0.665 -0.258 0.144 0.201
H 3.791 0.265 -2.176 0.093 0.230 -0.098
H 2.107 0.823 -2.092 -0.164 0.112 0.003
H 3.055 -2.034 -1.663 0.028 -0.300 -0.013
H 2.533 -1.393 -3.245 0.135 -0.288 -0.157
H 0.321 -2.701 -0.345 0.144 -0.016 0.245
H 1.563 -3.501 -1.369 0.245 0.034 0.094
H -0.613 -4.465 -1.848 -0.020 -0.240 0.044
H -0.041 -3.459 -3.221 -0.015 -0.314 -0.132
H -3.172 -3.133 -4.066 0.055 0.024 -0.231
H -4.612 -3.436 -3.133 -0.091 -0.144 -0.110
H -4.918 -1.241 -3.715 -0.183 0.141 0.059
H -4.250 -1.021 -2.122 0.096 -0.107 0.320
H -3.116 -0.432 -4.823 0.102 -0.164 -0.227
H -1.946 -0.937 -3.589 0.127 -0.089 0.033
H -2.327 1.535 -3.933 -0.132 0.294 -0.168
H -3.931 1.327 -3.183 -0.165 0.196 -0.024
H -0.316 1.829 -2.561 -0.188 -0.102 -0.380
H 0.208 1.880 0.063 0.230 0.068 -0.145
H -2.012 1.029 1.316 -0.118 -0.056 0.237
H -3.800 0.494 -0.570 -0.195 -0.080 -0.326
H -3.113 -1.970 -0.378 -0.158 0.242 -0.036
H -2.893 -3.623 0.140 0.172 0.106 0.253
H -5.088 -4.230 -0.162 -0.114 -0.195 -0.188
H -5.447 -2.937 -1.312 -0.071 0.057 -0.199
H -7.353 -2.117 0.444 -0.247 -0.034 -0.362
H -6.327 -1.117 -0.632 0.033 -0.137 -0.279
H -6.948 0.466 0.937 -0.287 0.078 0.030
H -5.443 -0.112 1.587 0.158 0.014 0.198
H -6.974 -0.681 2.291 0.002 -0.029 0.222
C 8.144 2.964 2.308 -0.054 -0.075 0.003
O 6.930 2.606 2.923 -0.066 0.105 -0.056
C 6.726 3.303 4.138 0.032 -0.201 -0.087
C 5.308 3.117 4.630 -0.074 0.081 0.098
O 4.368 3.975 4.004 0.066 -0.041 -0.036
C 3.938 3.594 2.701 -0.077 0.121 0.003
C 2.921 2.477 2.697 0.119 -0.181 -0.134
O 3.563 1.221 2.825 0.056 0.054 0.182
C 2.636 0.186 3.074 0.023 -0.001 -0.094
H 8.998 2.756 2.964 0.023 0.051 -0.010
H 8.243 2.370 1.402 -0.012 -0.018 0.004
H 8.149 4.027 2.035 0.061 0.009 0.041
H 6.922 4.374 3.996 0.005 0.022 0.050
H 7.424 2.911 4.892 0.010 0.096 0.041
H 5.287 3.397 5.686 -0.006 0.006 0.000
H 5.004 2.071 4.551 0.072 -0.028 -0.097
H 4.789 3.345 2.064 -0.001 -0.118 0.009
H 3.458 4.484 2.291 0.002 0.011 0.028
H 2.366 2.497 1.749 -0.079 0.056 0.047
H 2.214 2.625 3.523 -0.041 0.051 -0.022
H 2.126 0.341 4.033 -0.063 0.001 -0.042
H 3.188 -0.751 3.118 0.027 0.006 -0.022
H 1.893 0.122 2.272 -0.053 -0.026 0.044